This record from the Open Molecules 2025 dataset describes a single CH3FN2O molecule. The level of theory is the ωB97M-V functional and the def2-TZVPD basis.

Element x y z (Å)
C (0.31630, -0.49653, -0.13000)
N (-1.20751, -0.17678, 0.16308)
N (0.88037, 0.76915, -0.11677)
O (0.75061, -1.57727, -0.17965)
F (2.22302, 0.93069, 0.14532)
H (-1.58346, 0.11784, -0.74946)
H (-1.74652, -0.97956, 0.42137)
H (0.36718, 1.41247, 0.44611)

Atomic forces in eV per Å
-3.763 1.942 2.136
2.341 0.764 -1.946
-0.051 -0.263 -0.675
1.364 -1.473 -0.471
-0.050 -0.564 -0.181
0.030 0.059 0.593
0.316 -0.858 0.134
-0.186 0.393 0.409

## Properties
* Kohn-Sham gap: 11.29 eV
* highest occupied orbital energy: -10.480 eV
* net charge: 0

This record from the Open Molecules 2025 dataset describes 2 unconnected molecules or ions with the total composition CH3FNO. The level of theory is the ωB97M-V functional and the def2-TZVPD basis.

Element x y z (Å)
C (0.63694, 0.02674, 0.07172)
N (-0.77838, 0.13459, 0.40373)
O (-1.41104, 1.16971, -0.14102)
F (-1.43966, -1.41631, -0.21216)
H (1.20048, 0.92727, 0.15799)
H (1.03265, -0.67878, 0.66291)
H (0.75901, -0.16322, -0.94319)

Atomic forces in eV per Å
-1.850 1.883 -1.845
-2.564 3.945 1.042
2.412 -3.238 0.729
0.509 -0.014 -0.570
-0.147 1.233 0.779
1.471 -2.798 1.968
0.169 -1.010 -2.102

## Properties
* Kohn-Sham gap: 7.28 eV
* highest occupied orbital energy: -2.508 eV
* net charge: -1

This record from the Open Molecules 2025 dataset describes a gas-phase ion, CH3FNO2S (charge -1). The level of theory is the ωB97M-V functional and the def2-TZVPD basis.

Element x y z (Å)
C (-0.51882, 1.38119, -1.12893)
N (0.76224, -0.86665, 1.05949)
O (-0.14849, -1.73217, -1.30110)
O (-1.69303, -0.87898, 0.43177)
F (-0.47978, 1.97453, 0.15367)
S (-0.46410, -0.65403, -0.34340)
H (0.58809, 1.44634, -1.32656)
H (1.50844, -0.28076, 0.63587)
H (0.44545, -0.38947, 1.81919)

Atomic forces in eV per Å
1.025 -1.430 1.185
1.318 -0.762 -5.231
0.192 1.304 0.627
0.364 0.467 -0.629
-0.502 0.492 0.140
-0.523 -1.012 1.088
-0.285 -0.365 -0.501
-0.064 -0.569 0.779
-1.526 1.876 2.541

## Properties
* Kohn-Sham gap: 8.11 eV
* highest occupied orbital energy: -4.056 eV
* net charge: -1

This record from the Open Molecules 2025 dataset describes 2 unconnected molecules or ions with the total composition CH3FO2. The level of theory is the ωB97M-V functional and the def2-TZVPD basis.

Element x y z (Å)
C (0.42261, -1.22715, 0.51241)
O (-0.16780, 1.94189, -0.59719)
O (-0.14731, 0.81238, -1.31426)
F (-0.61615, -1.04695, 1.28394)
H (0.28794, -1.87630, -0.33366)
H (1.31145, -0.67845, 0.76133)
H (-1.09074, 2.07458, -0.31258)

Atomic forces in eV per Å
0.822 -0.009 -0.917
0.138 -0.344 -0.274
-0.079 0.400 0.517
-0.967 0.182 0.762
-0.011 -0.069 -0.036
0.090 0.058 0.047
0.006 -0.219 -0.099

## Properties
* Kohn-Sham gap (alpha / beta): 11.81 / 7.38 eV
* highest occupied orbital energy (alpha / beta): -11.072 / -8.167 eV
* net charge: 0

This record from the Open Molecules 2025 dataset describes 2 unconnected molecules or ions with the total composition CH3FO2. The level of theory is the ωB97M-V functional and the def2-TZVPD basis.

Element x y z (Å)
C (0.74135, 0.06386, -0.16493)
O (-0.48090, 1.90507, -0.21191)
O (0.58438, 1.24824, 0.17683)
F (-1.94113, -0.06537, 0.05249)
H (1.59740, -0.44325, 0.26192)
H (0.04317, -0.49197, -0.78606)
H (-1.60171, 0.85060, -0.09646)

Atomic forces in eV per Å
0.137 -0.782 0.049
-1.748 1.201 -0.761
1.643 -1.108 0.649
-0.128 0.525 -0.072
0.182 0.320 0.028
-0.134 0.504 -0.008
0.048 -0.659 0.115

## Properties
* Kohn-Sham gap (alpha / beta): 9.72 / 9.72 eV
* highest occupied orbital energy (alpha / beta): -10.618 / -10.618 eV
* net charge: 0

This record from the Open Molecules 2025 dataset describes 2 unconnected molecules or ions with the total composition CH3FO2S. The level of theory is the ωB97M-V functional and the def2-TZVPD basis.

Element x y z (Å)
C (0.64826, -1.50912, -0.03853)
O (-0.44803, -3.34356, -2.91202)
O (-1.70686, -1.36078, -3.66388)
F (-0.71618, -1.41751, 0.20479)
S (-1.47446, -2.77316, -3.75360)
H (1.24830, -1.94545, 0.76088)
H (0.97201, -0.48393, -0.41990)
H (0.68376, -2.35945, -0.78205)

Atomic forces in eV per Å
-0.055 -0.699 -2.127
-0.720 0.265 -0.656
-0.001 -0.431 -0.134
0.017 0.155 0.872
0.727 0.164 0.794
-0.380 0.793 0.717
-0.034 -1.659 0.508
0.446 1.412 0.026

## Properties
* Kohn-Sham gap: 10.40 eV
* highest occupied orbital energy: -11.644 eV
* net charge: 0

Energy relative to the best compared isomer or geometry (same formula, charge and spin) readings, ordered: 160.6, 279.4, 309.1, 624.8, 463.5, 24.4 kJ/mol
Electronic energy readings, ordered: -8828.6044, -7337.8218, -20221.5709, -7891.7813, -7893.4538, -18732.2510 eV